(1)
22
Properties=species:S:1:pos:R:3:forces:R:3:lowdin_spin:R:1 method="wB97M-V/def2-TZVPD" relative_energy_kj_mol=0.00 orbital_gap_ev="5.512 / 8.614" e_tot_ev=-18128.7797 total_charge=0 molar_mass_da=135.15 multiplicity=3 s2=2.008
C 0.945090 2.014687 -1.528605 -2.11 1.81 0.62 0.003
C -0.498374 -0.678219 -1.528202 -1.87 0.72 2.20 0.019
C -0.253906 -2.103690 1.167857 0.03 -2.38 -0.02 0.125
C 1.291411 0.898967 -0.678887 1.21 -3.53 -0.46 0.028
N 0.773202 0.955939 2.424432 -1.54 1.90 1.34 1.276
N -1.823661 -0.013690 1.571377 0.94 1.22 0.80 0.011
N 0.055287 0.112401 -0.387053 -0.01 0.26 -0.03 0.053
P -0.138265 -0.289810 1.203259 -0.11 -2.06 0.75 0.360
H 0.335705 1.636795 -2.326490 -0.86 0.03 -0.27 0.001
H 0.399032 2.777619 -0.906024 0.35 -0.49 -0.96 0.002
H 1.722572 2.448145 -2.059851 1.94 1.05 -0.49 0.000
H 0.275117 -1.295900 -1.925067 0.40 -0.26 -0.90 0.001
H -1.334134 -1.325100 -1.156768 0.97 0.20 0.06 0.005
H -1.110197 -0.048140 -2.174746 0.89 0.15 -0.69 0.003
H 0.370935 -2.606437 0.404781 0.29 0.62 0.50 0.002
H -0.313421 -2.840255 2.044577 0.14 1.77 -0.84 0.001
H -1.189646 -2.085736 0.675754 -1.68 -1.03 -0.41 0.020
H 1.857417 0.142151 -1.327662 0.12 1.04 0.93 0.002
H 1.930761 1.137976 0.222632 -1.08 -0.35 -0.99 0.017
H 1.733453 0.845015 2.177024 1.26 -0.39 -0.24 0.066
H -1.783984 0.919754 2.039730 -0.82 -1.14 -0.31 0.002
H -2.504308 -0.674218 2.024615 1.56 0.84 -0.59 0.003

=====

(2)
23
Properties=species:S:1:pos:R:3:forces:R:3:nbo_charge:R:1 method="wB97M-V/def2-TZVPD" relative_energy_kj_mol=431.58 orbital_gap_ev=8.624 e_tot_ev=-12378.4723 total_charge=0 molar_mass_da=134.18
C 0.852723 -0.416665 1.549713 0.22 2.32 -0.88 0.053
C 1.437612 1.074127 -0.705976 0.23 -0.21 0.41 -0.256
C 1.859197 -1.487773 1.300371 -0.21 -0.10 -0.54 -0.686
O 0.360285 0.779076 0.155012 0.89 -1.06 1.75 -0.585
H 1.274674 0.474454 2.005926 0.06 -0.17 0.31 0.181
H -0.075908 -0.716900 2.010738 -0.26 0.14 -0.52 0.231
H 2.251210 1.506270 -0.114485 0.09 -0.04 -0.09 0.172
H 1.124430 1.804574 -1.453583 -0.11 -0.09 0.07 0.204
H 1.792221 0.173766 -1.220458 0.00 0.06 -0.06 0.171
H 2.404350 -1.673837 2.234372 -0.09 0.20 0.00 0.232
H 1.379598 -2.408683 0.978491 0.04 0.07 0.01 0.244
H 2.598293 -1.188132 0.556238 0.03 0.02 0.02 0.227
N -1.997088 0.224322 0.242547 1.09 0.34 0.51 -0.539
C -0.935955 -0.265230 -0.592307 -1.63 -2.96 -0.46 0.665
N -2.410091 1.568830 -0.113178 -0.29 -0.41 -0.15 -0.695
N -0.963733 0.150537 -1.954831 0.53 0.56 0.35 -0.899
N -0.575832 -1.508362 -0.262667 -0.39 1.04 -0.49 -0.922
H -2.723529 -0.478963 0.324017 -0.03 0.49 -0.33 0.387
H -3.249108 1.763570 0.427116 0.16 0.00 -0.08 0.357
H -1.681513 2.178656 0.258480 -0.14 -0.19 0.15 0.359
H -1.578245 0.947835 -2.080919 -0.03 -0.13 -0.03 0.390
H -1.192458 -0.614135 -2.572564 0.03 0.05 0.20 0.386
H 0.048868 -1.887337 -0.972052 -0.18 0.06 -0.14 0.323

=====

(3)
23
Properties=species:S:1:pos:R:3:forces:R:3:nbo_charge:R:1 method="wB97M-V/def2-TZVPD" relative_energy_kj_mol=238.44 orbital_gap_ev=9.189 e_tot_ev=-12380.4741 total_charge=0 molar_mass_da=134.18
C -2.208408 -0.537553 -0.772819 0.46 -0.12 0.02 -0.416
C -0.686129 0.915188 -1.975336 0.02 -0.16 0.21 -0.418
N -0.884530 0.069408 -0.805978 1.52 -0.96 0.08 -0.636
C -0.150078 0.477153 1.050569 1.67 -0.59 1.46 0.830
N 0.354611 1.785578 0.995807 -0.08 -0.16 -0.38 -0.881
O -0.904290 0.134148 1.956632 0.35 -0.13 -1.42 -0.685
H -0.266808 2.424348 1.471858 -0.06 -0.02 -0.17 0.394
H 0.620532 2.081552 0.066761 0.00 0.15 0.12 0.384
H -2.999161 0.215149 -0.870215 0.16 0.03 -0.02 0.188
H -2.308145 -1.257985 -1.590306 -0.21 -0.05 -0.01 0.177
H -0.852685 0.338981 -2.890809 -0.08 0.09 -0.14 0.183
H 0.345184 1.269810 -2.009675 -0.04 0.05 0.05 0.203
H -1.369277 1.773011 -1.971855 0.03 -0.06 0.00 0.184
H -2.349505 -1.049694 0.178491 0.02 -0.01 0.02 0.222
C 1.241643 -1.642375 1.540438 0.15 0.47 0.15 -0.421
N 0.981651 -0.555870 0.607358 -1.14 -0.08 -0.09 -0.402
N 2.108077 0.024006 -0.051525 -0.06 0.51 0.72 -0.675
H 0.078504 -0.629440 -0.562971 -2.75 1.06 -0.68 0.454
H 2.761460 -0.713586 -0.307019 -0.30 0.02 0.03 0.358
H 2.576709 0.635472 0.619521 0.18 -0.09 -0.09 0.347
H 1.900255 -1.301133 2.345203 0.07 -0.16 0.14 0.179
H 0.301199 -1.983737 1.972141 0.06 0.13 -0.07 0.241
H 1.709191 -2.472432 1.003730 0.01 0.08 0.05 0.189

=====

(4)
20
Properties=species:S:1:pos:R:3:forces:R:3:nbo_charge:R:1 method="wB97M-V/def2-TZVPD" relative_energy_kj_mol=787.31 orbital_gap_ev=5.410 e_tot_ev=-7898.7944 total_charge=+1 molar_mass_da=92.16
C 1.116195 -0.954510 1.276969 -0.12 0.50 1.08 -0.583
C 0.451307 0.410202 1.327888 0.01 -0.46 -1.36 -0.415
C 0.592482 1.167120 0.022697 -0.20 0.60 0.75 -0.369
C -0.408421 2.252781 -0.247694 -0.34 -0.65 -0.24 -0.611
N 0.131151 -1.776085 -1.611312 0.11 -0.61 -0.17 -0.592
H 0.904447 -1.476537 2.210243 0.10 -0.23 -0.13 0.238
H 2.195997 -0.906781 1.148068 0.01 -0.01 -0.20 0.234
H 0.678140 -1.516084 0.439603 0.16 -0.15 0.00 0.215
H 0.909330 0.995734 2.143615 -0.06 0.13 0.08 0.302
H 1.618396 1.505859 -0.170791 0.07 -0.32 -0.20 0.262
H 0.385248 0.387361 -0.775581 0.47 -0.17 -0.20 0.275
H -0.146676 2.849531 -1.116811 0.07 0.16 0.11 0.238
H -1.358502 1.724284 -0.498070 -0.04 0.24 0.18 0.256
H -0.650247 2.874224 0.617610 0.07 0.02 0.02 0.255
H 0.143049 -2.789665 -1.412026 0.01 0.35 -0.08 0.403
H 0.213677 -1.639410 -2.625677 -0.18 0.11 0.15 0.409
H -0.646075 -1.243662 -1.068826 0.22 0.64 0.31 0.368
H -2.305710 -1.263733 -0.486119 -0.22 0.38 0.21 0.484
H -0.614208 0.317007 1.581994 0.01 0.08 0.18 0.250
O -1.596185 -0.593179 -0.407331 -0.14 -0.61 -0.49 -0.620

=====

(5)
20
Properties=species:S:1:pos:R:3:forces:R:3:nbo_charge:R:1 method="wB97M-V/def2-TZVPD" relative_energy_kj_mol=727.07 orbital_gap_ev=6.133 e_tot_ev=-7899.4188 total_charge=+1 molar_mass_da=92.16
C 0.787325 1.805810 1.637546 -1.90 -1.71 2.57 -0.657
C 0.356415 0.812218 0.616465 1.15 3.73 -3.68 -0.145
C -0.985582 1.152371 -0.232301 -0.16 -2.30 1.41 -0.363
C -1.150524 0.430139 -1.557479 -0.79 0.16 -0.09 -0.647
N 0.861865 -1.741374 0.679368 -0.81 -1.11 -1.51 -0.550
H 1.594793 1.386265 2.242444 0.41 0.32 -0.23 0.262
H 1.080997 2.750752 1.183602 -0.01 -0.07 -0.02 0.278
H -0.054088 1.871536 2.388998 0.85 0.70 -0.72 0.230
H 1.115330 0.964266 -0.203940 -0.23 -1.43 0.79 0.231
H -0.818595 2.209462 -0.437691 0.23 0.31 0.39 0.275
H -1.840755 0.993105 0.466162 0.38 0.42 -0.79 0.230
H -2.059714 0.849916 -2.018685 0.33 0.04 -0.04 0.255
H -1.391308 -0.625911 -1.477377 0.20 -0.20 0.28 0.246
H -0.331413 0.542205 -2.274951 0.00 0.17 0.34 0.228
H 0.053814 -2.303815 0.995822 -0.80 0.98 0.02 0.373
H 1.561752 -2.413735 1.100476 0.52 2.04 0.93 0.399
H 0.278786 -0.365199 0.915757 0.61 -1.79 0.62 0.277
H 0.117382 -3.460105 -1.059985 -0.33 -0.35 -0.66 0.462
H 0.768685 -2.150586 -1.294695 -0.31 0.05 -0.73 0.475
O 0.054839 -2.707323 -1.669535 0.65 0.05 1.12 -0.860

=====

(6)
20
Properties=species:S:1:pos:R:3:forces:R:3:nbo_charge:R:1 method="wB97M-V/def2-TZVPD" relative_energy_kj_mol=61.93 orbital_gap_ev=12.145 e_tot_ev=-7906.3125 total_charge=+1 molar_mass_da=92.16
C -0.881016 -0.432570 -0.709764 -0.58 -0.07 -0.84 -0.217
C 0.554601 -0.857632 -0.466276 0.17 0.16 0.55 -0.253
C 1.037886 -1.722796 -1.615478 0.68 0.56 -0.60 -0.610
C 1.453656 0.360722 -0.231720 0.50 0.16 -0.62 -0.633
N -1.595949 0.067424 0.550714 1.22 -2.37 -0.76 -0.676
H -0.956379 0.388723 -1.424358 0.37 0.19 0.16 0.224
H -1.457746 -1.211536 -1.201455 -0.22 -0.30 0.50 0.232
H 0.633024 -1.435437 0.464158 -0.46 -0.25 -0.09 0.208
H 1.173988 -1.109686 -2.512751 -0.25 0.08 0.01 0.219
H 2.053386 -2.051586 -1.401905 -0.09 -0.38 0.12 0.239
H 0.398897 -2.553662 -1.903792 -0.02 -0.14 0.36 0.226
H 2.373904 0.113931 0.286313 -0.08 -0.26 0.50 0.235
H 0.937320 1.161428 0.295676 0.16 0.06 0.03 0.213
H 1.860569 0.763759 -1.164744 -0.55 0.11 -0.16 0.231
H -2.190999 0.811397 0.281999 -0.37 1.43 0.34 0.441
H -2.172367 -0.636386 1.002790 -0.06 -0.33 -0.14 0.434
H -0.824695 0.262606 1.188257 -0.50 1.24 0.37 0.472
H -0.887320 2.750108 2.456956 -0.26 0.00 -0.50 0.497
H 0.314168 1.940341 2.623623 0.45 -0.23 -0.21 0.490
O -0.369458 2.095812 1.960790 -0.10 0.35 0.97 -0.972